ORCA calculation (ωB97M-V/def2-TZVPD) on the molecule C5H8N2 at a distorted geometry.

Computed properties:
- E: -304.81196 Ha
- M: 96.13 g mol⁻¹

```
! wB97M-V def2-TZVPD RIJCOSX def2/J DEFGRID3
* xyz 0 1
C -0.11 1.87 -0.25
N -0.14 0.52 0.24
C -0.58 0.13 1.48
C -0.44 -1.22 1.52
C 0.04 -1.70 0.29
C 0.24 -0.59 -0.48
N 0.67 -0.43 -1.81
H -0.24 1.85 -1.33
H -0.93 2.44 0.20
H 0.83 2.37 -0.01
H -0.92 0.84 2.21
H -0.95 -1.99 2.09
H 0.27 -2.73 0.02
H 1.61 -0.05 -1.88
H 0.66 -1.31 -2.30
*
```